[1]
{"formula": "C5H28NO7", "method": "ωB97M-V with the def2-TZVPD basis set", "total_energy_ha": -788.4746, "charge": 1, "homo_lumo_gap_ev": 10.5, "de_lowest_ev": 1.579, "species": ["C", "C", "C", "C", "C", "N", "H", "H", "H", "H", "H", "H", "H", "H", "H", "H", "H", "H", "H", "H", "H", "H", "O", "H", "H", "O", "H", "H", "O", "H", "H", "O", "H", "H", "O", "H", "H", "O", "H", "H", "O"], "xyz": [[0.74511, -0.06331, -1.52494], [-0.67240, -0.32240, -0.93253], [-0.80526, -1.84512, -0.55517], [-2.19788, -2.16573, -0.09624], [-3.15367, -2.38624, -1.35487], [0.73436, 1.35652, -2.01049], [0.88059, -0.77772, -2.33046], [1.47642, -0.10580, -0.69629], [-0.99447, 0.32198, -0.12176], [-1.38006, -0.09205, -1.76901], [-0.60520, -2.35212, -1.52714], [-0.22140, -2.00696, 0.36450], [-2.23708, -3.23425, 0.21581], [-2.53946, -1.53949, 0.70420], [-3.11989, -1.46342, -1.99264], [-4.13894, -2.51808, -0.96965], [-2.79081, -3.33141, -1.77176], [0.93527, 1.89866, -1.13641], [1.56125, 1.52967, -2.60859], [-0.10198, 1.64688, -2.50643], [3.77048, -2.37972, 2.89336], [3.03567, -3.60371, 2.14172], [3.17198, -2.65408, 2.19802], [0.16383, 1.53461, 1.93366], [0.80952, 0.10494, 1.59756], [0.46762, 0.93184, 1.23888], [-1.61262, 2.46440, 3.97365], [-2.24854, 2.03891, 2.52086], [-1.59216, 1.88913, 3.21075], [-1.18738, -1.12952, 4.85958], [-1.36255, -0.62503, 3.49649], [-1.36586, -1.47089, 3.96734], [-0.91410, 0.71256, -4.76730], [-0.00840, -0.60273, -4.60203], [-0.05047, 0.34984, -4.51707], [1.68416, 4.56255, -0.59410], [0.20419, 4.54290, -0.56379], [0.95457, 3.93678, -0.50106], [3.02998, 0.42376, 0.45698], [3.77386, 1.38924, -0.49762], [2.93512, 1.24536, -0.04402]], "forces_ev_per_angstrom": [[-2.06, -0.03, 1.58], [-0.50, -1.03, -1.50], [-0.33, 2.12, -0.03], [-1.19, -2.70, -2.15], [1.30, 1.80, 1.30], [2.36, 0.03, 0.98], [0.45, 0.26, -0.04], [-0.32, -0.16, -1.20], [0.55, -0.02, 0.02], [0.28, -0.41, 0.37], [0.50, -0.46, 1.23], [0.86, -0.44, -0.95], [0.51, 0.85, 0.85], [-0.38, 0.44, 0.23], [-0.14, -1.22, 0.02], [-0.89, -0.15, -0.07], [-0.26, 0.55, -0.63], [-0.55, 0.22, -0.65], [-0.72, -0.04, 0.13], [-0.04, -0.20, 0.09], [0.08, -0.70, 0.20], [0.42, 0.09, 0.54], [-0.54, 0.72, -0.79], [0.17, -0.55, 0.30], [-0.25, 0.33, 0.58], [0.16, 0.36, -0.15], [-0.68, 0.46, -0.22], [-0.15, 0.56, 0.76], [0.91, -1.08, -0.58], [-0.10, -0.60, -0.10], [-0.17, -0.16, -0.32], [0.26, 0.89, 0.37], [0.28, -0.79, -0.21], [-0.56, -0.12, -0.33], [0.15, 0.94, 0.40], [0.27, -0.31, 0.11], [-0.18, -0.29, 0.08], [-0.14, 0.56, -0.24], [0.25, 0.27, 0.00], [0.11, -0.16, 0.22], [0.29, 0.18, -0.20]], "mulliken_charge": [-0.3890, -0.6071, -0.2743, -0.7569, -1.1710, -0.0700, 0.5922, -0.1710, 0.3389, 0.3583, 0.2823, 0.1866, 0.3173, 0.4521, 0.2548, 0.3756, 0.3422, 0.2590, 0.3218, 0.3334, 0.3108, 0.3087, -0.6087, 0.2237, 0.2365, -0.4890, 0.2774, 0.3101, -0.5725, 0.3052, 0.3157, -0.6178, 0.3244, 0.3212, -0.6301, 0.2826, 0.2939, -0.5933, 0.3002, 0.2749, -0.5494]}



[2]
{"formula": "C3H3O2S", "method": "ωB97M-V with the def2-TZVPD basis set", "smiles": "CC(=O)C([O-])=S", "total_energy_ha": -664.8207, "charge": -1, "homo_lumo_gap_ev": 7.4, "de_lowest_ev": 0.401, "species": ["C", "C", "O", "C", "O", "S", "H", "H", "H"], "xyz": [[-1.19589, 0.15910, -0.02954], [0.15693, -0.40991, 0.26300], [0.19983, -1.22347, 1.18984], [1.55295, 0.04446, -0.29569], [2.13178, -0.65008, -1.09648], [1.89856, 1.48835, 0.33247], [-1.72978, 0.37042, 0.87066], [-1.32778, 0.85971, -0.72772], [-1.68659, -0.63858, -0.50653]], "forces_ev_per_angstrom": [[0.60, -2.07, 1.31], [1.38, -0.62, 2.09], [-0.19, 0.26, -0.88], [-2.64, -1.41, -0.85], [0.82, -1.19, -0.94], [0.88, 3.01, 1.35], [-0.16, 0.21, 0.65], [0.27, 3.45, -2.39], [-0.98, -1.64, -0.34]], "mulliken_charge": [-1.0969, 0.5215, -0.5756, 0.3038, -0.6163, -0.5468, 0.2724, 0.4185, 0.3195]}